Entry 1:
Entry from OMol25: a cluster of 11 separate species, C34H94N4O11 in total (the ωB97M-V functional and the def2-TZVPD basis).

Results
- M: 735.14 g/mol
- Orbital gap: 9.2551 eV
- Structure (SMILES): COC[C@H](C)N.COC[C@H](C)N.COC[C@H](C)N.COC[C@H](C)N.CC(C)O.CC(C)O.CC(C)O.CC(C)O.CCO.CCO.CCO
- F_max: 2.76 eV/A
- E_HOMO: -8.868 eV
- E_tot: -65260.276 eV

Positions of all 143 atoms, in Å:
O  3.3805  -0.1231  -2.6093
O  -4.2714  -3.1701  0.6721
O  -2.1692  4.8103  -0.9090
O  0.8325  -0.9751  -1.9216
O  -0.4278  -6.8744  1.5654
O  4.9896  0.0606  2.8216
O  3.0991  3.7522  0.5178
O  1.6205  -1.1904  6.4443
O  -1.2402  3.1983  4.6054
O  -3.3103  -0.0137  -5.2370
O  2.2240  -5.3096  -4.8192
N  4.3121  3.6539  3.2851
N  -1.0142  -0.9814  -4.0723
N  0.4718  5.2414  -1.4719
N  -6.7806  -4.9898  2.6465
C  -6.8048  -4.6723  0.1808
C  5.0039  2.3824  3.4248
C  1.1067  5.8820  0.7704
C  0.9645  0.0917  4.5491
C  -1.1429  0.4495  -4.2688
C  -0.9823  -5.6342  1.1560
C  0.2630  1.0923  -4.2758
C  -1.9891  0.5799  -5.5544
C  -4.1857  -0.1691  -6.3562
C  -0.5278  -4.6218  2.0915
C  5.0195  2.0987  4.9431
C  0.8294  -4.1216  -3.2922
C  -0.6571  -5.3149  -0.3156
C  4.1071  -0.5761  -1.4520
C  0.0956  -0.3581  -0.8880
C  -5.9426  -4.6625  1.5336
C  -2.2491  3.7450  -3.0101
C  -3.4259  -2.0026  0.6661
C  4.2939  4.2386  -0.0390
C  -2.4234  4.5229  2.9765
C  1.2130  -1.3249  5.1253
C  1.5620  5.2242  -0.5705
C  -3.7314  3.0236  -1.1034
C  2.0037  3.8018  -0.4027
C  4.3034  1.2592  2.5876
C  -2.1139  3.1197  3.5248
C  4.3606  -1.1635  2.4212
C  0.4504  -1.0571  0.4142
C  -1.4297  2.2131  2.4734
C  3.9462  -2.0487  -1.3450
C  0.9044  -5.2274  -4.3362
C  5.5412  -0.1549  -1.6437
C  -5.1344  -3.3393  1.7671
C  -2.3858  3.5445  -1.5027
H  0.9342  0.4468  -4.8423
H  0.4018  -2.1432  0.3349
H  -0.1386  -4.0427  -2.7973
H  -1.5322  5.0521  2.6393
H  -0.1292  -0.6608  1.2479
H  0.3829  -5.4386  -0.6173
H  -1.9394  2.2040  1.5100
H  -5.2378  -5.4935  1.5043
H  3.9594  -1.2123  1.4089
H  -6.2548  -4.6801  -0.7602
H  -0.7293  -4.8792  3.1313
H  -3.9316  2.0625  -1.5770
H  -1.2729  5.0816  -1.1206
H  1.9649  -1.8635  4.5485
H  1.0521  -3.1308  -3.6883
H  0.5387  -4.4118  2.1718
H  0.5974  -6.1695  -3.8820
H  0.2357  -1.1706  -2.6478
H  4.2819  -2.5410  -2.2577
H  2.1937  3.3025  -1.3528
H  -2.6633  -2.1693  -0.0946
H  -4.3919  0.7875  -6.8363
H  -1.6944  3.6040  5.3476
H  -7.3643  -5.6040  0.0977
H  5.3298  2.9480  5.5518
H  -2.7615  4.6465  -3.3460
H  1.4826  -0.7843  0.6337
H  -0.8854  -7.1295  2.3698
H  -3.8452  -1.0071  -6.9644
H  3.9967  1.9713  5.2976
H  -1.2360  3.8712  -3.3920
H  -1.5196  1.1869  2.8295
H  2.8763  -2.2466  -1.2796
H  1.1937  -0.4602  6.8984
H  1.7786  0.7810  4.7733
H  4.4595  5.3123  0.0501
H  -4.6095  -3.3264  2.7223
H  0.3191  0.7085  -0.8680
H  4.3680  1.6187  1.5607
H  3.9336  3.7390  2.3526
H  5.6216  0.9249  -1.5178
H  0.1838  5.5081  1.2136
H  3.5150  -1.3104  3.0930
H  3.2372  1.2296  2.8121
H  1.5435  -4.1908  -2.4716
H  0.2471  -5.1624  -5.2033
H  -7.4585  -3.8076  0.0661
H  -0.9399  -0.4028  -1.2253
H  0.1491  2.0271  -4.8247
H  -2.0625  -5.7706  1.2079
H  -3.6395  2.8313  -0.0344
H  0.1050  0.6259  4.9540
H  -2.1406  1.6225  -5.8339
H  -3.0868  2.7095  3.7956
H  0.7177  4.8829  -2.3836
H  1.8513  5.8953  1.5664
H  -1.9488  -1.3042  -4.2784
H  -1.7366  0.7997  -3.4244
H  -2.9463  5.1914  3.6604
H  0.9555  6.9271  0.5003
H  4.4549  3.9297  -1.0718
H  4.5778  -2.4579  -0.5566
H  1.1152  3.3011  -0.0182
H  -0.8278  -4.2583  -0.5217
H  -1.4930  0.1270  -6.4128
H  -1.5943  2.8608  -1.1957
H  0.3185  6.2320  -1.5957
H  5.9603  2.5720  2.9374
H  0.9093  0.0119  3.4634
H  -1.4061  -5.7950  -0.9454
H  6.2105  -0.6911  -0.9709
H  -2.8201  2.9974  -3.5606
H  5.9437  -0.3985  -2.6269
H  -0.4569  -1.2086  -4.8833
H  -2.9958  4.3312  2.0689
H  -4.5752  3.7065  -1.2020
H  5.6643  1.2600  5.2055
H  -2.9061  -2.0490  1.6230
H  -1.0592  -3.6933  1.8830
H  3.4864  3.5936  3.8636
H  5.0923  3.7127  0.4846
H  -0.3699  2.3956  2.2952
H  2.3256  5.8374  -1.0491
H  -3.9993  -1.0995  0.4568
H  0.6257  1.2989  -3.2690
H  2.3235  -6.0467  -5.4262
H  3.5913  -0.0191  -0.6699
H  -5.1718  -0.4820  -6.0130
H  2.4494  -0.1959  -2.3869
H  -7.3789  -4.2255  2.9258
H  4.9861  -2.0402  2.5894
H  0.2649  -1.8609  5.1709
H  -5.8460  -2.5140  1.7947
H  -6.2696  -5.0276  3.5168

=====

Entry 2:
Entry from OMol25: a cluster of 10 separate species, C34H94N6O13 in total (the ωB97M-V functional and the def2-TZVPD basis).

Results
- M: 795.15 g/mol
- Orbital gap (alpha / beta): 1.3421 / 8.7005 eV
- F_max: 3.45 eV/A
- E_HOMO (alpha / beta): 0.815 / -6.583 eV
- Multiplicity: 2
- E_tot: -72327.542 eV
- Total charge: -1

Positions of all 147 atoms, in Å:
O  -7.2003  5.1569  23.3176
O  1.2925  9.6666  31.9133
O  1.3823  11.6263  20.3476
O  -6.8030  10.9397  17.9267
O  0.4880  21.0490  22.3483
O  -2.8379  8.9541  17.9497
O  -1.0926  10.0037  27.5164
O  -3.8037  17.6789  25.7119
O  -3.2284  11.6409  23.1092
O  0.0168  15.8903  21.7645
O  1.6547  7.1224  24.3267
O  -3.0029  12.1354  19.2141
O  -4.7611  8.0000  25.6876
N  -3.0656  8.6667  22.8413
N  0.7722  17.8670  23.5783
N  -1.3856  10.0015  30.3504
N  -8.4249  7.9379  16.8619
N  -0.5017  10.6647  18.6003
N  -2.2476  16.0401  23.6882
C  0.9734  22.3823  22.2515
C  -3.7313  9.5196  16.9815
C  0.0522  9.8343  19.6267
C  -7.6454  9.1009  16.5650
C  -3.6982  12.9755  23.4772
C  -8.1511  9.7845  15.2781
C  -0.7159  15.0295  20.8282
C  -4.6565  18.0974  26.7861
C  -4.3247  16.7634  24.7843
C  1.4594  17.7436  22.2780
C  -1.5021  10.2838  26.2012
C  2.4134  8.8606  32.0451
C  0.4513  7.8529  23.8816
C  1.9645  12.3113  21.3675
C  -3.1648  13.0762  18.1329
C  -1.1606  9.6514  31.7572
C  0.5486  17.1760  21.2006
C  0.1821  8.8117  31.9710
C  0.5138  10.6538  20.8531
C  -4.4163  8.8469  20.9270
C  -6.2010  6.1537  23.2423
C  -0.0438  19.1018  23.6681
C  -5.2986  7.4150  26.8996
C  -3.4413  16.7766  23.5091
C  -0.6906  9.9828  17.3126
C  -0.2432  10.8117  29.7399
C  -7.7788  9.8795  17.8644
C  -0.6126  11.1275  28.2541
C  -1.5704  8.6980  17.3140
C  -4.1021  10.8937  22.2950
C  -4.1286  16.3333  22.2057
C  0.6126  20.5011  23.6379
C  -3.4538  9.6164  21.7839
C  -6.9266  11.8824  18.9497
H  1.1480  10.0250  21.4780
H  -4.0333  7.9081  20.5268
H  -1.1929  14.2387  21.4072
H  -7.6755  10.7624  15.2027
H  -0.2306  11.7582  30.2803
H  -4.9651  17.3069  27.4703
H  -8.8084  10.2245  17.9587
H  -5.4022  6.0818  23.9804
H  -1.6499  8.4779  16.2494
H  -0.5944  18.9950  24.6027
H  -0.3864  10.9318  21.4013
H  -1.3309  11.9439  28.1789
H  -2.0446  9.1398  32.1379
H  -6.2975  11.6245  19.8017
H  -5.7910  5.8650  22.2745
H  -0.9003  19.1228  22.9942
H  -2.3111  11.5319  18.9333
H  -5.2700  8.5340  21.5282
H  -0.5029  7.4299  24.1957
H  -6.6124  7.1601  23.3203
H  -4.3187  11.5821  21.4781
H  -5.0126  15.7804  22.5236
H  -6.5842  8.8659  16.4828
H  -4.5591  9.9185  17.5677
H  0.9369  22.6272  21.1900
H  -1.3218  10.6406  16.7151
H  0.1046  20.9740  24.4783
H  0.2871  23.0994  22.7018
H  -2.1274  9.4924  25.7879
H  -4.1652  18.9536  27.2483
H  -2.5368  9.8596  21.2471
H  2.2876  17.0409  22.3706
H  -1.6556  16.2085  22.8874
H  1.8559  18.7291  22.0338
H  -3.1228  13.4455  24.2748
H  -4.7892  8.9595  25.6742
H  -6.3745  7.3681  26.7313
H  2.3838  11.6883  22.1575
H  -0.6879  10.4254  25.4906
H  -5.5172  18.6169  26.3649
H  -7.4846  5.1093  24.2333
H  -4.1073  8.7931  16.2610
H  -1.0394  10.5668  32.3365
H  -0.9240  7.9627  17.7933
H  -5.2971  17.2176  24.5941
H  -9.3524  8.3251  16.9617
H  -4.4590  17.1322  21.5417
H  0.8982  9.2475  19.2691
H  -8.2425  7.6755  17.8200
H  -2.4330  13.8748  18.0121
H  -0.0804  17.9875  20.8346
H  -4.2048  13.3913  18.2188
H  -4.9917  8.1873  27.6049
H  2.0191  22.5397  22.5157
H  0.7409  10.3475  29.6757
H  -3.1959  12.5576  17.1746
H  1.6497  20.4586  23.9707
H  -7.5579  9.3542  18.7936
H  -3.3568  10.4124  16.4807
H  2.7847  8.1917  31.2687
H  -1.8633  16.3065  24.5834
H  2.8233  12.8567  20.9763
H  -4.7777  9.3814  20.0485
H  -2.9573  17.7454  23.3859
H  -1.4749  15.6330  20.3304
H  1.4288  13.1517  21.8090
H  1.1207  16.9344  20.3048
H  -9.1773  10.0494  15.0235
H  -7.9125  12.0922  19.3645
H  -4.7462  12.8853  23.7629
H  0.4432  8.8837  24.2357
H  0.1508  8.5511  33.0289
H  2.5403  8.4144  33.0314
H  1.5402  6.7709  25.2127
H  -2.8133  9.2489  23.6271
H  -4.9970  6.3793  27.0559
H  3.2943  9.4918  31.9287
H  -1.3374  9.1870  29.7550
H  0.2775  9.8615  16.8267
H  -6.5268  12.8318  18.5936
H  -5.0503  10.7063  22.7990
H  -0.6968  9.1145  19.9571
H  0.5386  7.9878  22.8035
H  0.2195  7.9534  31.3001
H  -3.9482  8.2799  23.1437
H  -3.7644  13.6197  22.6004
H  -4.5028  15.7402  25.1151
H  -2.0116  11.2472  26.1812
H  0.1461  11.4376  18.6558
H  -7.6681  9.2471  14.4620
H  -3.5498  15.6837  21.5492
H  0.0199  14.5380  20.1918
H  0.0661  17.1540  23.6933
H  0.2026  11.5625  27.6759

=====

Entry 3:
Entry from OMol25: a cluster of 9 separate species, C34H94N8O10 in total (the ωB97M-V functional and the def2-TZVPD basis).

Results
- M: 775.17 g/mol
- Orbital gap: 9.4848 eV
- Structure (SMILES): COC[C@H](C)N.COC[C@H](C)N.COC[C@H](C)N.COC[C@H](C)N.COC[C@H](C)N.COC[C@H](C)N.COC[C@H](C)N.COC[C@H](C)N.OCCO
- F_max: 2.27 eV/A
- E_HOMO: -9.054 eV
- E_tot: -69171.807 eV

Positions of all 146 atoms, in Å:
O  1.3057  -1.7141  -3.7398
O  -5.0544  4.8950  2.5135
O  3.9928  -0.7619  -4.9182
O  -2.7509  0.7266  -2.7987
O  -0.7915  3.1197  -0.9490
O  4.8995  -1.1248  -0.9292
O  1.6262  -3.2782  7.0407
O  0.4691  -2.5233  1.2309
O  -2.0119  -5.9368  1.2516
O  0.9958  2.8428  -4.7952
N  -4.0819  2.1743  4.8963
N  -1.3094  4.5589  -5.7577
N  1.7131  4.8206  1.1298
N  0.7153  -2.2527  9.4047
N  3.5124  1.2400  -1.0443
N  0.4867  0.5404  -0.7622
N  -0.7659  -0.8424  -5.4819
N  -2.0596  -6.7098  -2.4473
C  -3.7040  0.2087  -1.8930
C  0.2531  5.3194  -7.5084
C  1.4315  -3.5589  9.5023
C  2.5717  -2.1018  -3.2676
C  4.5043  -0.5224  0.3162
C  -2.1410  1.1454  -5.7032
C  0.6591  3.8839  0.8412
C  -4.9368  4.1214  3.7005
C  2.1252  2.4803  -4.0145
C  1.1218  4.0824  -5.5065
C  3.8382  1.6470  1.4021
C  -0.7169  -5.6027  1.7112
C  -1.3412  0.2808  -4.7511
C  -1.9724  -6.7516  0.0351
C  -3.8298  5.4173  1.9866
C  -2.3410  -4.5844  -1.2968
C  0.7455  -4.4122  10.5465
C  3.5988  -2.0563  -4.4141
C  1.4195  -3.9088  5.7767
C  -0.3319  3.8527  1.9919
C  -0.0403  4.2354  -6.4737
C  -1.4319  3.4414  -2.1711
C  0.5551  -1.6619  0.1123
C  4.3517  0.9944  0.1424
C  1.3183  -4.1418  8.1077
C  5.0122  -2.5361  -0.9046
C  -2.1921  -0.3294  -3.6382
C  -1.2125  -0.0109  0.9586
C  -3.8986  2.9506  3.6499
C  1.3524  -2.2921  2.3146
C  0.2305  -0.2182  0.4651
C  -0.0806  4.2342  -0.4450
C  -4.2393  2.0194  2.4822
C  -1.6519  -5.9347  -1.2568
H  3.8464  0.5762  -1.7345
H  -3.2710  -0.7129  -1.4880
H  -0.2223  3.3007  -7.0063
H  -5.9052  3.7789  4.0591
H  1.0338  2.8644  0.7109
H  -2.1310  -4.1588  -2.2781
H  2.2331  4.3377  1.8586
H  -4.4516  4.8395  4.3706
H  -1.9943  -0.3482  0.2797
H  1.0933  4.8818  -4.7594
H  0.7237  6.1880  -7.0402
H  -0.1062  -2.0428  -0.6681
H  4.4166  1.5257  2.3176
H  -1.3685  1.0493  1.1610
H  -3.0737  -6.6657  -2.4758
H  2.4758  -3.3229  9.7199
H  -0.0916  -5.1749  0.9238
H  3.8579  2.7233  1.2149
H  2.8108  -1.4832  -2.3975
H  1.2787  -3.1830  2.9339
H  2.0320  -4.8104  5.7029
H  -2.9040  -7.3106  -0.0552
H  -3.8654  2.8397  5.6331
H  2.3877  -2.1261  2.0071
H  1.0667  -1.6932  10.1759
H  2.0532  4.2560  -6.0517
H  -1.3727  3.8147  -5.0728
H  -0.8543  -4.7739  2.4053
H  3.5365  -0.9534  0.5844
H  -0.5710  -5.8313  -1.1541
H  1.2405  -5.3853  10.5526
H  -1.3617  -0.5184  1.9141
H  -0.3513  -1.5689  -4.9104
H  4.1084  -3.1299  -0.7584
H  -2.8709  0.5569  -6.2582
H  -1.4683  -1.3197  -6.0315
H  -0.6605  3.5646  -2.9358
H  -0.0935  0.3353  -1.5706
H  -3.7627  0.9610  -1.1081
H  0.3109  -4.5527  7.9925
H  1.7849  -3.2527  4.9894
H  -2.0914  2.6487  -2.5220
H  3.3231  -0.4088  -5.5098
H  -3.3840  -4.6669  -0.9893
H  -0.6748  5.1445  -0.3288
H  -1.1656  3.1616  1.8516
H  -5.3086  1.8245  2.4384
H  -0.1529  -6.4294  2.1483
H  -3.9275  2.5128  1.5584
H  5.8384  -2.7884  -0.2371
H  3.1293  -2.5316  -5.2759
H  1.7615  1.6760  -3.3745
H  5.3701  1.2968  -0.1109
H  0.8952  0.1723  1.2370
H  0.6643  4.5156  -1.1976
H  -1.0476  5.3997  -5.2547
H  0.1268  3.4753  2.9085
H  -0.6126  0.9463  -4.2817
H  -0.3164  -4.5150  10.3292
H  1.0658  -1.3676  2.8204
H  -3.1819  5.8628  2.7447
H  -2.9316  3.4529  3.5828
H  2.9681  2.1411  -4.6177
H  5.2139  -0.7463  1.1171
H  -3.3024  1.5351  5.0067
H  2.3742  3.3270  -3.3718
H  1.2428  -1.8161  8.6543
H  2.5456  -3.0816  -2.7875
H  -1.4604  1.7207  -6.3314
H  -3.5764  1.1532  2.5018
H  -1.9665  4.3865  -2.0579
H  -1.9826  -7.7056  -2.2651
H  1.5502  -1.8568  -0.2985
H  1.4088  -0.7973  -4.0146
H  5.3762  -2.7671  -1.9069
H  4.4671  -2.5639  -3.9954
H  2.7916  1.4059  1.5952
H  -3.2565  4.6486  1.4642
H  -1.6150  -1.0068  -3.0052
H  2.5669  0.8877  -0.9017
H  -0.8209  4.8015  2.2162
H  -0.6332  5.6003  -8.0764
H  -2.6234  1.9288  -5.1160
H  0.8929  -3.9767  11.5346
H  0.9943  5.1415  -8.2908
H  0.3670  -4.1608  5.6387
H  0.1277  1.4907  -0.6886
H  -1.1657  -7.4684  0.2051
H  2.4189  4.6295  0.4213
H  -1.9302  -3.8866  -0.5648
H  -3.0498  -0.8389  -4.0837
H  1.9715  -5.0210  8.0915
H  -4.6611  -0.1905  -2.2371
H  -4.0703  6.1648  1.2319